1.
{
  "formula": "C11H21NO7P",
  "method": "ωB97M-V/def2-TZVPD",
  "charge": -1,
  "e_homo_ev": -2.82,
  "species": ["C", "C", "P", "C", "C", "C", "O", "C", "C", "O", "O", "N", "O", "H", "H", "H", "H", "H", "H", "H", "H", "H", "H", "H", "H", "H", "C", "C", "O", "C", "O", "O", "C", "H", "H", "H", "H", "H", "H", "H", "H"],
  "positions_angstrom": [[-3.66843, -1.87534, 2.35373], [-2.24395, -1.43944, 1.76501], [-2.00663, -1.87733, -0.06802], [-0.86132, -0.56430, -0.87980], [-1.01000, -3.52442, -0.16285], [0.47859, -3.11427, 0.23774], [1.15978, -4.17135, 1.02892], [2.41467, -3.70774, 1.48563], [3.79521, -4.47250, 1.13666], [2.54841, -2.69414, 2.22601], [-1.09382, -3.91559, -1.60358], [-2.30030, -3.41140, -2.04327], [-3.09112, -4.30081, -2.20453], [-3.90651, -2.91559, 1.96474], [-4.50478, -1.12913, 2.12155], [-3.55430, -1.88907, 3.50049], [-2.05578, -0.30912, 1.85871], [-1.45016, -2.04313, 2.34669], [-0.03046, -0.33064, -0.12223], [-0.46178, -1.07243, -1.82657], [-1.44011, 0.39358, -1.09476], [0.38703, -2.21394, 0.95023], [1.16894, -2.89111, -0.64677], [4.61764, -3.69085, 0.95622], [4.10959, -5.04448, 2.06791], [3.63128, -5.14600, 0.23789], [-0.28500, 5.90201, -2.66723], [-1.01145, 4.93578, -1.75108], [-0.18514, 3.81430, -1.42253], [0.76407, 4.04497, -0.50133], [0.96653, 5.09291, 0.06334], [1.46570, 2.91451, -0.33825], [2.57786, 3.04911, 0.54431], [0.09246, 5.38199, -3.55136], [-0.95052, 6.70739, -2.98503], [0.57823, 6.34803, -2.16832], [-1.88757, 4.53691, -2.26657], [-1.36892, 5.43003, -0.84333], [2.27284, 3.46243, 1.50760], [3.34518, 3.67482, 0.08273], [2.99404, 2.05533, 0.71130]],
  "lowdin_charge": [-0.212, -0.467, 0.857, -0.322, -0.372, -0.252, -0.095, -0.429, -0.019, 0.004, -0.258, -0.235, -0.038, 0.061, 0.059, 0.061, 0.068, 0.070, 0.025, 0.040, 0.019, 0.082, 0.126, 0.085, 0.078, 0.076, -0.072, -0.217, 0.033, -0.590, 0.112, 0.005, -0.045, 0.081, 0.076, 0.072, 0.123, 0.124, 0.096, 0.096, 0.097]
}

2.
{
  "formula": "C11H22AsF6N5O2S",
  "method": "ωB97M-V/def2-TZVPD",
  "charge": 0,
  "e_homo_ev": -9.65,
  "species": ["C", "O", "C", "C", "C", "C", "C", "C", "N", "C", "N", "O", "C", "N", "N", "C", "S", "C", "N", "H", "H", "H", "H", "H", "H", "H", "H", "H", "H", "H", "H", "H", "H", "H", "H", "H", "H", "H", "H", "H", "H", "F", "As", "F", "F", "F", "F", "F"],
  "positions_angstrom": [[2.80658, -0.26136, 0.16532], [3.33039, -1.25085, -0.71632], [3.42736, -0.70706, -2.00471], [2.21315, -1.12314, -2.86219], [0.94592, -1.37912, -2.02694], [-0.24089, -0.45027, -2.35350], [-1.31719, -0.53824, -1.25190], [-2.70238, -0.79746, -1.81304], [-3.57193, -1.30620, -0.70277], [-3.35306, -0.62005, 0.40606], [-3.58280, -1.13601, 1.60627], [-4.13834, -2.39797, 1.73104], [-3.21138, -3.30947, 1.59142], [-2.41624, -4.06265, 1.18096], [-2.87240, 0.62182, 0.27821], [-1.46363, 0.66686, -0.28625], [-0.26649, 0.46145, 1.10069], [-1.28889, 2.01802, -0.94229], [-1.47312, 3.17842, -0.05228], [3.55185, 0.49009, 0.38023], [1.95799, 0.17731, -0.33255], [2.45566, -0.71847, 1.07422], [3.50151, 0.37433, -1.95534], [4.34373, -1.05835, -2.45834], [2.45440, -2.04053, -3.37828], [2.02120, -0.38154, -3.62790], [0.60548, -2.39498, -2.17475], [1.13170, -1.29035, -0.97328], [-0.68029, -0.81669, -3.27183], [0.11934, 0.55024, -2.53341], [-1.06710, -1.39963, -0.64076], [-2.69337, -1.54672, -2.58671], [-3.16431, 0.10657, -2.17716], [-3.36450, -2.29402, -0.56992], [-3.36714, -0.63435, 2.45234], [-2.93466, 1.11558, 1.15928], [-0.90935, 1.12893, 2.07063], [-0.30257, 2.10274, -1.36160], [-1.98899, 2.13508, -1.76213], [-1.78696, 2.90922, 0.86910], [-0.56794, 3.59008, 0.11823], [3.55101, 1.57157, 2.52369], [2.84748, 1.76253, 4.10449], [3.46519, 0.21260, 4.55341], [1.38611, 0.98863, 3.50623], [2.11725, 1.93322, 5.65956], [2.20416, 3.29644, 3.61984], [4.28847, 2.52376, 4.66491]],
  "lowdin_charge": [-0.126, -0.181, -0.228, -0.133, -0.179, -0.130, -0.289, -0.074, 0.161, -0.365, 0.150, 0.077, -0.277, 0.221, 0.134, -0.643, 0.937, -0.265, 0.028, 0.090, 0.021, 0.085, 0.116, 0.119, 0.103, 0.106, 0.118, 0.068, 0.115, 0.104, 0.124, 0.136, 0.133, 0.139, 0.189, 0.128, -0.103, 0.108, 0.118, 0.039, 0.080, -0.267, 0.678, -0.258, -0.327, -0.258, -0.270, -0.251]
}

3.
{
  "formula": "C11H22B3BeCsF10N2O17PSV",
  "method": "ωB97M-V/def2-TZVPD",
  "charge": 0,
  "e_homo_ev": -7.95,
  "species": ["F", "B", "O", "B", "O", "B", "C", "C", "C", "F", "C", "F", "F", "O", "H", "H", "H", "H", "H", "O", "H", "C", "O", "N", "C", "C", "H", "H", "H", "H", "H", "H", "H", "O", "V", "O", "O", "S", "O", "O", "O", "Be", "C", "C", "O", "C", "O", "O", "H", "H", "H", "H", "C", "O", "O", "O", "H", "Cs", "N", "H", "H", "H", "H", "F", "P", "F", "F", "F", "F", "F"],
  "positions_angstrom": [[1.15200, 3.37011, 5.89835], [1.33528, 2.09363, 6.11857], [0.50935, 1.48370, 7.03577], [0.02034, 0.32533, 6.43707], [0.98320, -0.49992, 5.89250], [1.60071, 0.26805, 4.92545], [1.46490, -0.05960, 3.41193], [2.03992, 1.01849, 2.44827], [1.16187, 1.28259, 1.30673], [0.86430, 0.26971, 0.45805], [0.62287, 2.46592, 1.02729], [0.78307, 3.10787, -0.10351], [-0.16450, 3.17257, 1.83777], [2.27284, 1.38689, 5.42205], [-1.13327, 0.08905, 6.31209], [0.39627, -0.11160, 3.22348], [1.83271, -1.04622, 3.17082], [2.95945, 0.61722, 2.03807], [2.26642, 1.94575, 2.95004], [-0.82646, 1.05957, -1.14632], [-0.15046, 0.79820, -0.52467], [-4.20770, -2.12769, -1.52297], [-4.99786, -3.02312, -1.21959], [-3.81743, -1.81011, -2.73480], [-2.87690, -0.71633, -2.98596], [-4.31552, -2.57140, -3.87391], [-3.76157, -1.49914, -0.75025], [-3.34964, 0.02203, -3.63333], [-1.99351, -1.11428, -3.48258], [-2.56462, -0.22943, -2.05903], [-5.40266, -2.50911, -3.92956], [-4.03288, -3.60937, -3.73895], [-3.88127, -2.18606, -4.79000], [0.88200, -1.12171, 9.30981], [2.08203, -0.15052, 9.97871], [3.21575, 0.99309, 10.44663], [-0.87238, -3.79770, -5.03336], [-1.67026, -5.01492, -4.86346], [-1.67530, -5.38013, -3.44828], [-1.10493, -6.09975, -5.66296], [-3.04094, -4.77677, -5.32156], [-1.66592, 4.17695, 0.82408], [2.64158, 5.57359, 7.55341], [1.76140, 5.63668, 8.78379], [2.25980, 6.79443, 9.45787], [2.86092, 7.59435, 8.53777], [3.22701, 8.70146, 8.74330], [2.98200, 6.94739, 7.34789], [2.13167, 5.17183, 6.68884], [3.55869, 5.00520, 7.72501], [0.70971, 5.79612, 8.53749], [1.84723, 4.75560, 9.41494], [-1.64505, -2.61015, -8.27542], [-1.16299, -3.71300, -7.94459], [-0.75879, -1.66920, -8.62247], [-2.85394, -2.36957, -8.28244], [0.10824, -2.16199, -8.55187], [-5.23858, -0.99334, 0.56377], [0.88125, 0.41451, -2.38224], [0.75605, 1.29280, -1.87203], [1.66033, 0.48673, -3.03850], [1.05159, -0.33833, -1.71898], [0.00175, 0.22821, -2.88076], [1.48340, -3.35494, -8.65458], [1.76071, -4.44848, -9.93284], [1.20557, -5.86420, -10.57297], [2.15635, -5.34957, -8.61119], [3.22976, -4.91975, -10.52239], [2.22062, -3.09389, -10.75327], [0.22443, -4.00432, -10.38601]],
  "lowdin_charge": [0.297, -0.789, 0.298, -0.328, 0.280, -0.531, -0.004, -0.091, -0.214, 0.048, -0.347, 0.104, -0.038, 0.352, 0.132, 0.128, 0.126, 0.142, 0.128, -0.428, -0.151, -0.652, -0.137, -0.148, -0.019, 0.002, -0.085, 0.105, 0.091, 0.052, 0.109, 0.076, 0.100, -0.536, 1.136, -0.552, -0.178, 0.260, -0.178, -0.092, -0.164, 0.467, -0.122, -0.118, 0.061, -0.564, 0.175, 0.061, 0.107, 0.138, 0.134, 0.131, -0.735, 0.250, 0.161, 0.218, 0.114, 1.344, 0.221, 0.083, 0.146, 0.131, 0.128, -0.242, 0.417, -0.199, -0.196, -0.208, -0.202, -0.202]
}

4.
{
  "formula": "C11H22BeCaN8O9",
  "method": "ωB97M-V/def2-TZVPD",
  "spin_multiplicity": 2,
  "charge": 1,
  "e_homo_ev": [-9.12, -9.12],
  "species": ["Be", "Ca", "C", "O", "O", "O", "C", "O", "N", "N", "H", "H", "H", "H", "C", "O", "N", "N", "H", "H", "H", "H", "C", "O", "N", "N", "H", "H", "H", "H", "C", "O", "N", "N", "H", "H", "H", "H", "C", "C", "C", "C", "C", "C", "O", "O", "H", "H", "H", "H", "H", "H"],
  "positions_angstrom": [[-2.32739, -3.21506, -2.25732], [2.01512, -3.18465, -0.53180], [-0.22940, -1.61791, -0.83941], [0.68584, -1.38284, -0.06692], [-0.03729, -2.73825, -1.33387], [-1.25700, -1.01311, -1.11674], [-4.33797, -1.38251, -0.07392], [-4.13429, -1.98506, -1.07419], [-3.28569, -1.03924, 0.65497], [-5.48244, -1.06709, 0.37426], [-3.42113, -0.78719, 1.62359], [-2.33967, -1.15751, 0.32159], [-6.33116, -1.41736, -0.04656], [-5.50455, -0.37156, 1.10627], [0.75470, -3.81773, 2.52414], [1.61229, -3.75645, 1.67895], [-0.18122, -2.92979, 2.65633], [0.67749, -4.77773, 3.37461], [-0.92783, -2.87950, 3.33467], [-0.15350, -2.20163, 1.95696], [1.32010, -5.55574, 3.33148], [-0.02173, -4.67772, 4.09654], [-0.46391, 1.21242, 1.96052], [-0.84441, 1.81384, 2.93209], [0.65729, 0.65970, 1.82076], [-1.10238, 1.08092, 0.83466], [1.11113, 0.51737, 2.71175], [0.89714, -0.01368, 1.10723], [-2.03086, 1.47141, 0.76020], [-0.73243, 0.48783, 0.10564], [4.19338, -0.28260, -0.07916], [3.76094, -1.34846, -0.51004], [5.43470, 0.11780, -0.08268], [3.43713, 0.57114, 0.48674], [6.08441, -0.61896, -0.31757], [5.68618, 1.09514, -0.12341], [3.81071, 1.43797, 0.84612], [2.46910, 0.30123, 0.58756], [1.31593, 2.74140, -2.09973], [0.41551, 1.83200, -2.15973], [-0.91907, 2.21816, -2.44663], [-1.24170, 3.51460, -2.73703], [-0.24450, 4.52790, -2.67802], [1.02855, 4.12108, -2.34821], [1.87427, 5.08252, -2.04202], [-1.92738, 1.29864, -2.39997], [2.33293, 2.42622, -1.91872], [0.73597, 0.80935, -2.02593], [-2.26397, 3.85606, -2.80602], [-0.52319, 5.56201, -2.81709], [1.53015, 5.94358, -2.29056], [-1.57495, 0.51909, -1.96444]],
  "lowdin_charge": [0.844, 1.645, -1.052, -0.163, -0.239, -0.068, -0.794, -0.016, 0.177, 0.211, 0.114, 0.057, 0.141, 0.132, -0.766, -0.090, 0.217, 0.208, 0.138, 0.098, 0.141, 0.133, -0.827, 0.056, 0.156, 0.195, 0.132, 0.044, 0.129, 0.058, -0.754, -0.073, 0.189, 0.217, 0.129, 0.132, 0.143, 0.078, -0.043, -0.058, -0.315, -0.003, -0.006, -0.339, 0.063, 0.031, 0.111, 0.115, 0.117, 0.115, 0.110, 0.027]
}

5.
{
  "formula": "C11H22Cl4N3O5S",
  "method": "ωB97M-V/def2-TZVPD",
  "charge": 1,
  "e_homo_ev": -12.60,
  "species": ["C", "C", "N", "N", "C", "C", "N", "C", "C", "C", "S", "O", "O", "O", "C", "O", "C", "C", "O", "H", "H", "H", "H", "H", "H", "H", "H", "H", "H", "H", "H", "H", "H", "H", "H", "H", "H", "H", "H", "H", "H", "C", "Cl", "Cl", "Cl", "Cl"],
  "positions_angstrom": [[0.52855, 1.35948, 4.81970], [-0.31935, 0.41170, 3.95698], [-0.52579, 0.90062, 2.57652], [0.26214, 0.21510, 1.57429], [1.71615, 0.25011, 1.94538], [2.31215, -0.97198, 2.61972], [3.52463, -1.01468, 2.96562], [-0.27039, -1.17096, 1.29378], [0.40987, -1.89112, 0.11611], [-0.48647, -2.00997, -1.11860], [0.44725, -2.04924, -2.62143], [1.41920, -3.09537, -2.52667], [-0.45211, -1.96600, -3.71252], [1.26272, -0.66958, -2.55593], [0.11970, 1.05755, 0.33267], [-1.21994, 0.98326, -0.03458], [-1.56006, 1.54403, -1.27633], [-1.17006, 2.95621, -1.50904], [-2.17192, 0.86616, -2.01873], [0.78665, 2.25870, 4.26935], [0.02285, 1.59706, 5.74843], [1.46321, 0.86875, 5.09419], [-1.31073, 0.34928, 4.39994], [0.08072, -0.59991, 3.99960], [-1.49863, 0.78968, 2.31746], [2.30551, 0.46974, 1.05854], [1.84253, 1.09625, 2.61602], [1.71555, -1.85208, 2.83535], [4.03654, -0.15813, 2.74238], [-0.18440, -1.78171, 2.18492], [-1.33391, -1.08088, 1.10053], [1.36023, -1.41976, -0.12679], [0.68399, -2.89335, 0.43746], [-1.05973, -2.93330, -1.12808], [-1.17391, -1.17656, -1.23610], [2.14967, -0.89913, -2.23881], [0.42181, 2.06452, 0.62041], [0.78152, 0.68326, -0.44661], [-1.62307, 3.60946, -0.76469], [-1.53401, 3.24570, -2.48868], [-0.09050, 3.09608, -1.48845], [-2.33440, -0.20669, -6.86627], [-3.41227, -1.58897, -7.06810], [-0.76074, -0.57875, -7.57525], [-3.02606, 1.20223, -7.67705], [-2.13468, 0.13319, -5.14664]],
  "lowdin_charge": [-0.065, -0.210, 0.049, -0.205, -0.071, -0.216, 0.149, -0.084, -0.159, -0.204, 0.581, -0.252, -0.275, -0.156, -0.133, -0.006, -0.476, 0.045, 0.162, 0.076, 0.080, 0.074, 0.127, 0.102, 0.135, 0.141, 0.130, 0.109, 0.075, 0.118, 0.141, 0.100, 0.134, 0.129, 0.084, 0.096, 0.158, 0.134, 0.110, 0.107, 0.097, -2.056, 0.533, 0.529, 0.525, 0.539]
}

6.
{
  "formula": "C11H22InNO3",
  "method": "ωB97M-V/def2-TZVPD",
  "charge": 2,
  "e_homo_ev": -17.06,
  "species": ["In", "C", "C", "O", "O", "H", "H", "H", "C", "C", "C", "C", "C", "C", "N", "O", "C", "C", "C", "H", "H", "H", "H", "H", "H", "H", "H", "H", "H", "H", "H", "H", "H", "H", "H", "H", "H", "H"],
  "positions_angstrom": [[1.24745, -2.82443, -0.04539], [-2.79817, -1.55104, -0.76099], [-1.73590, -2.52111, -0.30044], [-1.96647, -3.72156, 0.05514], [-0.59655, -2.03218, -0.37107], [-2.38465, -0.71996, -1.33231], [-3.13150, -1.13362, 0.18914], [-3.62538, -2.05329, -1.26254], [1.59567, -0.37827, -2.18019], [1.09187, 0.45730, -1.02670], [-0.28224, 0.99819, -1.54937], [-1.11829, 1.65364, -0.45590], [-1.32366, 0.71632, 0.81978], [0.08078, 0.16354, 1.37771], [0.91556, -0.32138, 0.27537], [2.15015, -0.91502, 0.68598], [0.82448, 1.30399, 2.09431], [-0.19674, -0.94770, 2.30557], [2.08208, 1.72802, -0.89956], [2.50436, -0.93959, -1.96271], [1.86792, 0.16716, -3.08379], [0.95209, -1.22968, -2.40158], [-0.09302, 1.69139, -2.36899], [-0.85402, 0.13220, -1.88287], [-2.14100, 1.79130, -0.80692], [-0.72298, 2.63920, -0.20994], [-1.89846, -0.11055, 0.40266], [-1.80863, 1.26086, 1.62996], [0.71800, 2.19293, 1.47258], [0.46016, 1.52691, 3.09715], [1.85286, 0.94389, 2.12358], [-0.99117, -1.58325, 1.91434], [0.58823, -1.65186, 2.58137], [-0.57449, -0.58903, 3.26305], [1.87567, 2.29618, 0.00746], [1.91000, 2.36743, -1.76537], [3.12905, 1.42829, -0.94568], [2.39713, -0.23506, 1.31705]],
  "lowdin_charge": [1.527, 0.071, -0.603, 0.111, -0.135, 0.079, 0.112, 0.132, -0.043, -0.404, -0.114, -0.121, -0.035, -0.481, -0.056, -0.080, 0.046, -0.019, 0.047, 0.077, 0.131, 0.075, 0.144, 0.097, 0.128, 0.120, 0.045, 0.149, 0.087, 0.128, 0.092, 0.088, 0.094, 0.128, 0.069, 0.107, 0.100, 0.106]
}

no.,E (eV)
1,-36853.3404
2,-111286.0942
3,-125502.7450
4,-60949.9988
5,-87387.1366
6,-24546.3410